Entry 1:
Below is a molecular structure, C66H61CoN2O6P4S2Si in a non-equilibrium geometry, with properties calculated with wB97M-V/def2-TZVPD.

Output
LUMO level (alpha / beta) = 1.775 / 2.117 eV
Calculated total energy = -6947.01418 a.u.
Net charge = -1
HOMO level (alpha / beta) = -4.54 / -4.54 eV
Spin multiplicity = 2
Molar mass = 1253.3 g mol⁻¹
Kohn-Sham gap (alpha / beta) = 6.3 / 6.7 eV

Each line ends with the Mulliken charge.
Geometry (Å):
Co  1.18433  -0.07640  1.00931  0.876
C  -4.72568  4.07909  -1.80128  -0.671
C  -4.10323  3.51896  -0.69954  -1.180
C  -3.01829  2.67043  -0.87723  -0.818
C  -2.51415  2.38956  -2.14557  0.600
C  -3.18185  2.93291  -3.24492  -0.373
C  -4.27197  3.77218  -3.07679  -0.872
P  -1.04408  1.27565  -2.26618  2.944
C  -1.44997  0.40617  -3.82901  0.746
C  -2.69004  -0.22645  -3.94015  -1.056
C  -2.96734  -1.07068  -5.00245  -0.564
C  -2.00957  -1.29360  -5.98155  -0.724
C  -0.77749  -0.66517  -5.89077  -0.753
C  -0.49698  0.17454  -4.81971  -0.564
C  0.32624  2.38294  -2.83831  -0.339
C  0.15662  3.27463  -3.90134  -0.183
C  1.17491  4.10614  -4.32205  -1.034
C  2.40176  4.06185  -3.66998  -0.976
C  2.58451  3.17995  -2.62331  -0.415
C  1.56996  2.30703  -2.18586  1.226
Si  2.12076  1.30143  -0.64401  0.318
C  3.75373  0.44669  -1.16061  0.370
C  4.38319  0.50604  -2.40633  -0.309
C  5.63696  -0.05428  -2.60434  -0.891
C  6.30236  -0.67811  -1.55600  -0.902
C  5.68660  -0.77770  -0.31978  -0.153
C  4.41998  -0.23113  -0.13236  -0.229
P  3.39842  -0.52923  1.33814  1.620
C  4.13945  0.29074  2.77788  0.372
C  3.33855  0.44010  3.90974  -0.327
C  3.84743  1.06510  5.03824  -0.974
C  5.14630  1.54980  5.04294  -0.800
C  5.94201  1.41436  3.91417  -0.587
C  5.44015  0.78755  2.78335  -0.662
C  3.67818  -2.30889  1.61488  0.710
C  3.71968  -3.16938  0.51702  -0.415
C  3.79674  -4.53956  0.70268  -0.760
C  3.83546  -5.06538  1.98711  -0.552
C  3.81154  -4.21470  3.08104  -0.801
C  3.73662  -2.84096  2.89717  -0.631
C  2.71231  2.69353  0.53719  -0.465
C  4.01865  3.11845  0.73492  0.368
C  4.33066  4.07735  1.69616  -1.019
C  3.33055  4.62587  2.48082  -0.841
C  2.00997  4.23124  2.28980  -0.519
C  1.70540  3.27320  1.33622  0.138
P  0.00560  2.77743  0.86312  1.322
C  -0.41864  1.39262  1.96231  -0.066
C  -1.21082  0.38348  1.41261  1.056
C  -1.84870  -0.55386  2.22970  -0.713
C  -1.67175  -0.49719  3.59463  -0.346
C  -0.83129  0.46947  4.15861  -1.028
C  -0.20713  1.39888  3.35843  -0.058
C  -1.01390  4.15530  1.51090  0.608
C  -0.99242  5.32339  0.74447  -0.587
C  -1.77238  6.41417  1.08251  -0.650
C  -2.61686  6.35069  2.18362  -0.577
C  -2.67062  5.18891  2.93665  -0.781
C  -1.87185  4.09938  2.60586  -0.491
H  -5.57684  4.73683  -1.67134  0.387
H  -4.45910  3.73121  0.30183  0.465
H  -2.56470  2.21105  -0.01508  0.753
H  -2.87169  2.66408  -4.24415  0.320
H  -4.77576  4.17860  -3.94542  0.424
H  -3.43195  -0.10104  -3.16351  0.431
H  -3.91567  -1.59140  -5.03248  0.407
H  -2.21680  -1.97373  -6.79799  0.359
H  -0.01991  -0.83507  -6.64702  0.403
H  0.47852  0.64272  -4.76178  0.273
H  -0.79225  3.31255  -4.41113  0.297
H  1.01306  4.78831  -5.14770  0.385
H  3.21110  4.71647  -3.97113  0.399
H  3.54409  3.18566  -2.11586  0.306
H  3.88552  0.99487  -3.23552  0.450
H  6.09734  -0.00456  -3.58390  0.393
H  7.28166  -1.11352  -1.71067  0.395
H  6.16855  -1.32440  0.48307  0.567
H  2.32375  0.05983  3.89854  0.572
H  3.22220  1.17666  5.91569  0.467
H  5.53826  2.04076  5.92515  0.370
H  6.95231  1.80396  3.90667  0.443
H  6.05617  0.70303  1.89743  0.312
H  3.66778  -2.77076  -0.48836  0.198
H  3.80088  -5.19652  -0.15801  0.354
H  3.86680  -6.13736  2.13268  0.396
H  3.82411  -4.61809  4.08500  0.401
H  3.68454  -2.19263  3.76199  0.323
H  4.82085  2.68559  0.14383  0.435
H  5.35889  4.38995  1.83569  0.414
H  3.57371  5.36427  3.23546  0.390
H  1.21905  4.68288  2.87773  0.513
H  -1.37945  0.33959  0.34073  -0.762
H  -2.45140  -1.31923  1.75455  -0.287
H  -2.15389  -1.22720  4.23285  0.402
H  -0.67018  0.48068  5.22961  0.402
H  0.43864  2.15778  3.78733  0.416
H  -0.36454  5.36678  -0.14011  0.356
H  -1.73808  7.30858  0.47284  0.406
H  -3.23810  7.19936  2.44153  0.372
H  -3.33893  5.12326  3.78673  0.394
H  -1.94601  3.19809  3.19984  0.276
C  0.93854  -1.90937  -2.45772  -0.593
C  0.77368  -2.54450  -1.13288  -1.806
N  0.86582  -1.93087  0.03551  1.108
C  0.58991  -2.87590  0.98485  -0.363
C  0.34768  -4.07719  0.39294  0.472
N  0.49128  -3.85013  -0.95101  0.376
C  0.09030  -5.43945  0.90045  0.356
O  -0.12390  -5.53646  2.20099  -0.707
O  0.06809  -6.38556  0.14662  -0.711
C  0.64973  -2.50732  2.40832  1.097
O  0.39031  -3.35799  3.28137  -0.998
O  0.98759  -1.30370  2.61790  0.038
H  0.33185  -1.00777  -2.48202  -0.763
H  0.57343  -2.56212  -3.25054  0.680
H  1.98522  -1.65505  -2.64326  0.127
H  0.24893  -4.52233  -1.66434  0.499
H  -0.02797  -4.63221  2.64283  0.305
C  -4.03834  -4.17615  1.90042  -1.737
C  -3.35497  -4.46056  0.57631  2.627
C  -3.18341  -5.94626  0.32273  -1.673
O  -4.17103  -3.87607  -0.45237  -0.141
P  -3.50037  -3.14530  -1.74751  0.576
S  -2.86110  -4.41788  -3.08138  -0.620
S  -2.19576  -1.79986  -1.11576  -0.469
O  -4.83105  -2.44676  -2.34906  -0.450
C  -5.85484  -1.70889  -1.66292  0.594
C  -5.38357  -0.82589  -0.51982  -0.583
C  -6.95733  -2.66423  -1.23113  -1.491
H  -3.45767  -4.59064  2.72723  0.392
H  -5.03143  -4.63184  1.91841  0.415
H  -4.14828  -3.10183  2.05765  0.294
H  -2.38290  -3.95462  0.56204  -1.372
H  -4.15874  -6.43990  0.34011  0.404
H  -2.55431  -6.39373  1.09471  0.429
H  -2.72603  -6.12144  -0.64908  0.331
H  -6.25016  -1.04990  -2.44429  0.444
H  -4.96467  -1.41101  0.29782  -0.165
H  -6.25276  -0.27522  -0.14992  0.578
H  -4.62492  -0.11549  -0.84520  -0.038
H  -6.58895  -3.33755  -0.45753  0.127
H  -7.29075  -3.26186  -2.07949  0.347
H  -7.80829  -2.10162  -0.84042  0.472

=====

Entry 2:
Below is a molecular structure, C15H24F6N2O3PRhS3Sb in a non-equilibrium geometry, with properties calculated with wB97M-V/def2-TZVPD.

Output
LUMO level (alpha / beta) = -5.085 / -6.418 eV
Calculated total energy = -3407.00552 a.u.
Net charge = +1
HOMO level (alpha / beta) = -12.06 / -12.38 eV
Spin multiplicity = 5
Molar mass = 746.2 g mol⁻¹
Kohn-Sham gap (alpha / beta) = 7.0 / 6.0 eV

Each line ends with the Mulliken charge.
Geometry (Å):
Rh  -0.24755  -0.19484  -0.57637  1.331
C  -5.37497  1.52261  -1.35966  -1.076
C  -5.32053  0.90646  -2.74428  -0.172
O  -4.01791  0.40110  -3.10804  -0.285
P  -3.02138  -0.48353  -2.22110  0.203
S  -1.35812  -2.05143  -0.71639  -0.142
S  -2.03599  1.04635  -0.98030  -0.262
O  -1.92194  -0.77581  -3.31833  -0.109
C  -1.50132  0.08946  -4.41060  -0.148
C  0.01019  0.15106  -4.38721  -0.847
H  -6.35512  1.96673  -1.19613  0.448
H  -4.61979  2.30221  -1.25750  0.284
H  -5.20656  0.76438  -0.59096  0.263
H  -5.54275  1.65067  -3.50691  0.309
H  -6.04036  0.09140  -2.83089  0.255
H  -1.94009  1.08006  -4.29533  0.302
H  -1.86789  -0.35869  -5.33242  0.289
H  0.34573  0.54425  -3.42522  0.081
H  0.38152  0.81679  -5.16420  0.388
H  0.44016  -0.83934  -4.52827  0.320
C  -3.29953  0.37369  4.88215  -1.070
C  -3.98294  0.87482  3.61390  -0.519
C  -3.09872  0.73795  2.37694  -0.535
N  -1.99796  1.69262  2.42424  0.048
C  -0.71044  1.45298  2.25341  0.642
S  -0.10556  -0.15336  1.97883  -0.302
N  0.21526  2.42853  2.32820  0.014
C  0.10527  3.85145  2.51609  -0.017
O  0.94654  4.53404  2.00920  -0.508
C  -0.98616  4.37227  3.37253  -0.046
C  -1.58284  5.58489  3.03020  -0.404
C  -2.53286  6.14748  3.86558  -0.657
C  -2.87767  5.51662  5.05364  -0.456
C  -2.25153  4.33171  5.41962  -0.636
C  -1.30885  3.75780  4.58466  0.214
H  -3.97441  0.47204  5.73121  0.378
H  -2.39583  0.94270  5.10321  0.171
H  -3.02980  -0.67853  4.78847  0.343
H  -4.27160  1.92356  3.73511  0.352
H  -4.89396  0.30054  3.44088  0.382
H  -3.68317  0.93979  1.47538  -0.134
H  -2.68615  -0.26495  2.30778  0.581
H  -2.26670  2.64687  2.63260  0.192
H  1.13508  2.17176  1.98375  0.240
H  -1.29256  6.07529  2.11032  0.472
H  -2.99060  7.09070  3.60092  0.417
H  -3.62653  5.95314  5.70050  0.426
H  -2.48604  3.86565  6.36729  0.460
H  -0.79556  2.85369  4.89014  0.574
F  1.18045  1.51916  -0.53550  -0.712
Sb  3.03457  0.64814  -0.85704  2.518
F  2.77806  0.11056  0.94386  -0.547
F  3.79756  2.24202  -0.26198  -0.514
F  1.78642  -0.89990  -1.23882  -0.793
F  2.77913  1.18631  -2.64030  -0.516
F  4.46502  -0.45351  -1.27668  -0.490

=====

Entry 3:
Below is 2 unconnected molecules or ions with the total composition C2H4O2S in a non-equilibrium geometry, with properties calculated with wB97M-V/def2-TZVPD.

Output
LUMO level = -0.982 eV
Calculated total energy = -627.21107 a.u.
Net charge = 0
HOMO level = -10.74 eV
Molar mass = 92.1 g mol⁻¹
Kohn-Sham gap = 9.8 eV

Each line ends with the Mulliken charge.
Geometry (Å):
C  0.15172  0.85840  -0.98684  -0.312
C  0.70017  1.00038  0.18509  -0.656
O  -2.14472  -1.40412  0.51718  -0.375
O  0.04940  -2.48041  0.78502  -0.385
S  -0.87619  -1.43783  1.20486  0.736
H  -0.63603  1.32317  -1.57471  0.273
H  0.60383  -0.03663  -1.51636  0.200
H  1.60314  0.33714  0.42942  0.294
H  0.54869  1.83991  0.95635  0.225

=====

Entry 4:
Below is C22H32N2O3S in the gas phase, with properties calculated with wB97M-V/def2-TZVPD.

Output
LUMO level = 0.683 eV
Calculated total energy = -1590.92774 a.u.
Net charge = 0
HOMO level = -7.98 eV
SMILES = Cc1ccc(C)c(N2CCN(S(=O)(=O)C[C@]34CC[C@H](CC3=O)C4(C)C)CC2)c1
Molar mass = 404.6 g mol⁻¹
Kohn-Sham gap = 8.7 eV

Each line ends with the Mulliken charge.
Geometry (Å):
C  2.16084  -2.24209  1.19504  -1.582
C  0.76204  -2.44755  1.69385  0.878
C  0.21867  -3.72302  1.77147  -0.909
C  -1.04989  -3.90299  2.28756  -0.655
C  -1.81619  -2.83317  2.72771  0.868
C  -3.15158  -3.09706  3.35947  -2.061
C  -1.29553  -1.53733  2.60689  0.301
N  -2.07759  -0.45301  3.06888  -0.019
C  -3.22007  -0.10735  2.25034  -0.852
C  -2.78003  0.53519  0.91699  -0.795
N  -1.47555  1.13589  1.09184  0.357
S  -0.85488  1.86772  -0.27445  1.239
O  -1.92643  2.38773  -1.08440  -0.830
O  0.16717  2.77914  0.14064  -0.713
C  -0.16531  0.41834  -1.14720  -1.573
C  1.13776  0.70496  -1.84709  1.406
C  1.80008  -0.57281  -2.44065  -0.734
C  2.84915  -0.02082  -3.42191  -1.183
C  2.71850  1.49655  -3.23900  0.199
C  3.28327  1.81512  -1.85177  -1.253
C  2.25403  1.18942  -0.93465  0.222
O  2.35521  0.97678  0.24318  -0.561
C  1.19862  1.69205  -3.03721  1.417
C  0.34558  1.27206  -4.23412  -1.856
C  0.82129  3.13497  -2.70897  -2.055
C  -1.28986  1.80299  2.36143  -0.644
C  -1.38828  0.75089  3.49167  -0.921
C  -0.00706  -1.36906  2.10313  -0.155
H  2.34174  -2.83361  0.29794  0.361
H  2.34841  -1.19224  0.98414  0.078
H  2.87436  -2.56777  1.95253  0.438
H  0.79673  -4.57586  1.44585  0.445
H  -1.45277  -4.90274  2.37294  0.430
H  -3.40411  -2.30048  4.05452  0.379
H  -3.12566  -4.04253  3.89762  0.498
H  -3.93969  -3.16887  2.60838  0.315
H  -3.81750  -0.99296  2.04356  0.352
H  -3.83005  0.59719  2.82307  0.350
H  -3.51327  1.27875  0.57548  0.418
H  -2.67956  -0.22672  0.14004  0.439
H  -0.01953  -0.33108  -0.37217  0.221
H  -0.93908  0.10401  -1.84224  0.652
H  2.24791  -1.17529  -1.65096  0.097
H  1.04978  -1.18731  -2.93701  0.411
H  2.63774  -0.31420  -4.44908  0.328
H  3.85455  -0.36521  -3.18119  0.458
H  3.16343  2.08022  -4.04305  0.531
H  3.35112  2.88515  -1.66103  0.264
H  4.27112  1.38823  -1.67281  0.431
H  0.48794  0.23714  -4.52498  0.443
H  -0.70583  1.41993  -3.99751  0.382
H  0.58869  1.90086  -5.08814  0.384
H  -0.25616  3.22287  -2.59590  0.430
H  1.13746  3.78521  -3.52338  0.397
H  1.26328  3.48508  -1.78344  0.428
H  -2.04523  2.58999  2.50044  0.419
H  -0.30766  2.27213  2.32677  0.349
H  -0.40362  0.47702  3.86754  0.449
H  -1.96039  1.17737  4.32475  0.425
H  0.41190  -0.37782  2.01863  0.461

=====

Entry 5:
Below is C6H9N in the gas phase in a non-equilibrium geometry, with properties calculated with wB97M-V/def2-TZVPD.

Output
LUMO level = 1.051 eV
Calculated total energy = -288.58275 a.u.
Net charge = 0
HOMO level = -8.97 eV
SMILES = C1=CC[C@@H]2N[C@H]2C1
Molar mass = 95.1 g mol⁻¹
Kohn-Sham gap = 10.0 eV

Each line ends with the Mulliken charge.
Geometry (Å):
C  -1.32355  0.81565  -0.29029  -0.473
C  -1.40501  -0.55210  0.02331  -0.226
C  -0.28072  -1.54909  -0.03308  -0.485
C  0.84117  -0.61791  -0.56480  -0.177
N  2.22191  -0.01931  -0.29580  -0.643
C  0.95578  0.38846  0.41568  -0.208
C  -0.02107  1.52315  -0.05378  -0.726
H  -2.22575  1.30349  -0.51329  0.476
H  -2.36932  -1.07159  0.38782  0.286
H  -0.62753  -2.31335  -0.69982  0.348
H  0.01030  -1.88764  1.04612  0.245
H  0.64998  -0.19141  -1.50470  0.383
H  2.35327  -0.56073  0.72166  0.325
H  0.93426  0.32802  1.47989  0.319
H  0.40481  2.24897  -0.92744  0.233
H  -0.11854  2.15539  0.80852  0.323

=====

The highest calculated total energy belongs to which entry? C6H9N